Entry 1:
{"formula": "C7H12INO2", "method": "the ωB97M-V functional and the def2-TZVPD basis", "symbols": ["C", "C", "C", "C", "C", "C", "C", "N", "O", "O", "I", "H", "H", "H", "H", "H", "H", "H", "H", "H", "H", "H", "H"], "positions_angstrom": [[1.00206, 0.58179, -1.86950], [-1.30305, 1.25152, 1.24295], [-1.94907, -0.08871, 0.90107], [-0.37000, 1.55125, 0.10199], [-0.91691, -1.25367, 0.81131], [0.33262, 0.36388, -0.50082], [0.89006, -2.07999, -0.55972], [0.13557, -0.86921, -0.07745], [2.14142, 0.73741, -2.13301], [-0.09726, 0.49666, -2.42694], [4.58022, 0.99815, 0.13387], [-2.20030, 2.01447, 1.20611], [-0.70954, 1.16602, 2.12521], [-2.84434, -0.27773, 1.44626], [-2.43134, 0.10118, -0.03922], [-1.13366, 2.03825, -0.71263], [0.35845, 2.21588, 0.42841], [-0.59702, -1.40425, 1.76754], [-1.36312, -2.09307, 0.49325], [0.69392, -2.18837, -1.67340], [1.87718, -1.75740, -0.36546], [0.76641, -2.78509, 0.14371], [3.13772, 1.28103, -0.44354]], "nbo_charge": [0.7464, -0.3950, -0.4145, -0.4674, -0.2117, 0.3352, -0.4157, -0.3250, -0.6346, -0.6320, -0.1471, 0.2252, 0.2027, 0.2236, 0.2076, 0.2646, 0.2355, 0.1931, 0.2043, 0.2445, 0.2257, 0.2088, 0.1256], "largest_force_ha_per_bohr": 0.10997, "homo_ev": -9.320, "relative_energy_ev": 1.939, "total_charge": 0}

Entry 2:
{"formula": "C2H4N2", "method": "the ωB97M-V functional and the def2-TZVPD basis", "symbols": ["C", "C", "N", "N", "H", "H", "H", "H"], "positions_angstrom": [[-1.39383, 0.07568, -0.40698], [-0.16966, -0.31641, 0.16220], [-2.50974, 0.41761, -0.45039], [1.24725, 0.13210, -0.37945], [0.14260, 0.00878, 1.21655], [-0.23066, -1.44941, 0.14123], [1.17777, 1.05278, -0.73209], [1.73625, 0.07886, 0.44893]], "nbo_charge": [0.2428, -0.3671, -0.2724, -0.7908, 0.2418, 0.2405, 0.3607, 0.3445], "largest_force_ha_per_bohr": 0.10386, "smiles": "N#CCN", "homo_ev": -10.037, "relative_energy_ev": 1.775, "total_charge": 0}

Entry 3:
{"formula": "C2H4NP", "method": "the ωB97M-V functional and the def2-TZVPD basis", "symbols": ["C", "C", "N", "P", "H", "H", "H", "H"], "positions_angstrom": [[0.80992, 0.29966, 0.20829], [-1.07610, -0.00546, -0.12822], [1.50688, -0.74898, 0.85431], [1.95369, -0.71639, -0.66568], [0.98511, 1.32545, 0.26956], [-1.17315, -0.98352, -0.34058], [-1.33843, 0.65327, -0.88704], [-1.66790, 0.17597, 0.68935]], "nbo_charge": [-0.3233, -0.5949, -0.7021, 0.8602, 0.1864, 0.1853, 0.1930, 0.1953], "largest_force_ha_per_bohr": 0.11557, "homo_ev": -9.342, "relative_energy_ev": 2.626, "total_charge": 0}

Entry 4:
{"formula": "C14H10AsCl5N4S5Tc", "method": "the ωB97M-V functional and the def2-TZVPD basis", "symbols": ["Tc", "C", "C", "N", "N", "C", "N", "S", "C", "C", "C", "C", "C", "N", "H", "H", "H", "H", "H", "H", "H", "H", "H", "H", "Cl", "C", "C", "C", "Cl", "C", "Cl", "C", "Cl", "C", "Cl", "S", "As", "S", "S", "S"], "positions_angstrom": [[-0.91541, 0.54760, -0.58169], [0.76086, -0.10238, 3.41740], [0.49361, 0.22885, 1.99011], [-0.67952, 0.24167, 1.45014], [-1.79622, -0.07571, 2.19428], [-2.87887, -0.52711, 1.54006], [-3.94076, -0.91696, 2.20763], [-2.84552, -0.63960, -0.18657], [1.56092, 0.55001, 1.03467], [2.89830, 0.64500, 1.37677], [3.83254, 0.91659, 0.38473], [3.40601, 1.07353, -0.92268], [2.05565, 0.95579, -1.20364], [1.14851, 0.71958, -0.24798], [0.08569, -0.87725, 3.78175], [0.66241, 0.78576, 4.04775], [1.76831, -0.48796, 3.54282], [-1.71562, -0.11180, 3.20314], [-3.97718, -0.95337, 3.21755], [-4.74341, -1.27725, 1.70884], [3.22121, 0.50802, 2.39794], [4.88239, 0.99146, 0.63441], [4.10132, 1.27508, -1.72517], [1.67948, 1.04238, -2.21460], [0.18323, -2.81733, 0.74649], [0.10912, -2.49384, -0.94743], [-0.32644, -1.25524, -1.38833], [-0.38907, -1.07598, -2.74663], [-0.96936, 0.56688, -3.09256], [-0.06410, -1.99767, -3.72233], [-0.19906, -1.61378, -5.37350], [0.37406, -3.24135, -3.25256], [0.79628, -4.44848, -4.37329], [0.45761, -3.48788, -1.86805], [0.98446, -5.01355, -1.32060], [-1.97346, 4.27985, 0.99662], [-2.79594, 5.94501, -0.03887], [-1.87094, 2.77423, -0.59391], [-0.94210, 3.96971, -1.94859], [-2.43901, 5.39747, -2.12411]], "nbo_charge": [0.3312, -0.7075, 0.3534, -0.2202, -0.4097, 0.3417, -0.6952, 0.2533, 0.1300, -0.1697, -0.0922, -0.1893, 0.0828, -0.4144, 0.2505, 0.2781, 0.2795, 0.4315, 0.4376, 0.4555, 0.2576, 0.2706, 0.2728, 0.2324, 0.0232, -0.0004, -0.1907, -0.0793, 0.1762, -0.0812, 0.1394, -0.0730, 0.1543, -0.0951, 0.1417, -0.1297, 0.9918, 0.1378, 0.1631, -0.0384], "largest_force_ha_per_bohr": 0.01325, "homo_ev": -16.146, "relative_energy_ev": 0.000, "total_charge": 3}

Entry 5:
{"formula": "C8H8AuN2O3S2Se", "method": "the ωB97M-V functional and the def2-TZVPD basis", "symbols": ["Au", "O", "S", "O", "O", "S", "C", "N", "C", "Se", "N", "C", "C", "C", "C", "C", "C", "H", "H", "H", "H", "H", "H", "H", "H"], "positions_angstrom": [[-0.73310, -0.59955, 0.73002], [-2.34230, -2.71088, 0.96958], [-3.44759, -1.77762, 0.71515], [-3.52645, -1.41897, -0.73938], [-4.72360, -2.26423, 1.19425], [-2.80344, -0.05101, 1.67072], [0.53967, 2.42490, -3.36241], [-0.61679, 1.62104, -3.05961], [-0.69762, 0.63831, -2.11604], [0.74668, 0.06504, -1.08458], [-1.94910, 0.17025, -2.10351], [-2.70723, 0.87790, -3.01173], [-4.05237, 0.78744, -3.32991], [-4.51858, 1.65074, -4.30801], [-3.67020, 2.56954, -4.93992], [-2.32550, 2.66037, -4.61189], [-1.86508, 1.79498, -3.63244], [1.39744, 2.01251, -2.83547], [0.38313, 3.45467, -3.03602], [0.73462, 2.41349, -4.43511], [-2.42369, -0.52376, -1.41160], [-4.68269, 0.08087, -2.80961], [-5.56243, 1.62166, -4.58786], [-4.07496, 3.22713, -5.69683], [-1.67378, 3.37600, -5.09300]], "nbo_charge": [0.4650, -1.0422, 2.2338, -1.0648, -0.9934, -0.7043, -0.4104, -0.3763, 0.2983, -0.2555, -0.5628, 0.1853, -0.2181, -0.2231, -0.2253, -0.2423, 0.0974, 0.2472, 0.2042, 0.2011, 0.4996, 0.2565, 0.2113, 0.2065, 0.2120], "largest_force_ha_per_bohr": 0.02103, "homo_ev": -4.362, "relative_energy_ev": 0.524, "total_charge": -1}

Entry 6:
{"formula": "C8H20NPSi", "method": "the ωB97M-V functional and the def2-TZVPD basis", "symbols": ["C", "C", "C", "C", "C", "C", "C", "C", "N", "Si", "P", "H", "H", "H", "H", "H", "H", "H", "H", "H", "H", "H", "H", "H", "H", "H", "H", "H", "H", "H", "H"], "positions_angstrom": [[-1.13040, 1.16847, -0.15303], [2.47470, 1.20538, 2.06701], [3.01351, -0.29210, -2.46136], [-2.22050, -1.61453, -0.94820], [-2.61578, -0.78149, 1.91995], [-4.11871, 0.97124, -0.42912], [2.63180, 0.03320, 1.09858], [2.08940, -0.60667, -1.31197], [2.14355, 0.47961, -0.16182], [-2.49570, -0.00552, 0.13530], [-0.15837, 2.30424, -0.52952], [3.19076, 1.96733, 1.75264], [1.42957, 1.64065, 1.93536], [2.56517, 0.98850, 3.14655], [3.93104, -0.08977, -1.93603], [3.04709, -1.19704, -2.95566], [2.75519, 0.77399, -2.97294], [-1.88038, -1.32450, -1.96318], [-1.45642, -2.22468, -0.52596], [-3.15603, -2.21163, -0.94267], [-1.71907, -1.03874, 2.55073], [-3.10774, -0.17952, 2.65484], [-3.30690, -1.72113, 1.95621], [-4.12071, 1.19254, -1.47479], [-4.81473, 0.18373, -0.24221], [-4.31194, 1.87801, 0.12857], [3.68189, -0.26941, 1.10038], [1.96158, -0.74462, 1.44369], [1.07995, -0.47687, -1.46645], [2.22728, -1.55544, -0.72207], [2.39091, 1.54678, -0.69283]], "nbo_charge": [-1.1045, -0.6087, -0.6286, -1.0602, -1.1039, -1.0307, -0.2210, -0.2167, -0.6835, 1.5413, 0.6395, 0.1990, 0.2114, 0.2122, 0.2116, 0.2205, 0.2102, 0.2332, 0.2317, 0.2313, 0.2508, 0.2350, 0.2370, 0.2358, 0.2185, 0.2379, 0.1595, 0.1886, 0.2001, 0.1916, 0.3614], "largest_force_ha_per_bohr": 0.10059, "smiles": "C[Si](C)(C)C#P.CCNCC", "homo_ev": -7.909, "relative_energy_ev": 1.331, "total_charge": 0}

Which formula does entry 3 have? C2H4NP

What is the formula in the first record? C7H12INO2